Molecular formula: C78H144F18N8O26S6
Method: DFT, ωB97M-V with the def2-TZVPD basis set

ΔE to the lowest compared entry with this formula, charge and spin, kcal per mole: 11.89
LUMO, eV: -7.65
Frontier orbital gap, eV: 2.844
Charge: +2
Multiplicity: 1

The geometry in XYZ format:
```
280
C78H144F18N8O26S6 (ωB97M-V with the def2-TZVPD basis set)
S -3.2744 4.4641 0.3118
S -1.4472 -1.8381 -7.1017
S 1.3738 -4.8108 3.8843
S -4.3486 -2.7287 -0.1710
S 4.4202 -4.4068 -3.6357
S 4.2221 1.9186 0.6776
F 2.3447 -4.3010 -5.3140
F -3.0282 7.0483 -0.5799
F -0.8955 -2.4100 -4.4137
F -4.6736 -4.8244 1.4637
F 3.5444 -3.8946 5.1200
F 3.9187 -4.4793 3.0275
F -0.9133 -0.2822 -4.8793
F 6.8016 1.9664 1.1037
F -2.3538 5.4882 -2.0155
F -4.5169 5.8696 -1.7390
F -6.5356 -3.9138 0.6800
F 4.0364 -5.6731 -5.8825
F 3.7596 -6.0326 4.6100
F 6.3271 2.6247 -0.8679
F -2.8646 -1.3231 -4.8397
F -5.4149 -5.2410 -0.6090
F 6.2515 0.5012 -0.3540
F 4.2048 -3.5245 -6.2297
O -5.3300 -1.8196 -0.8916
O 0.9892 -5.9991 3.1762
O 5.8776 -4.6355 -3.6405
O 5.4283 3.1364 -6.0117
O -1.9449 4.6342 0.9004
O 4.0602 3.3050 1.0975
O 4.1432 -3.0045 -3.2388
O 3.3599 1.6626 -0.4903
O 4.0042 0.9076 1.7456
O 3.6894 -5.3999 -2.8109
O 4.0933 6.1526 1.9265
O -7.3725 2.3246 -5.8198
O -1.1869 -4.7611 7.2769
O 3.0759 -0.7092 4.5392
O -4.3635 4.7363 1.2412
O -0.0260 -1.5379 -7.4354
O 1.7359 -5.5422 0.0623
O -1.8919 -3.1985 -7.2618
O 1.0818 -3.5395 3.2293
O -3.7950 -2.1760 1.0580
O -3.2864 -3.1673 -1.0939
O 1.1877 -0.0621 -2.4886
O -4.9827 0.7505 0.8803
O -3.5337 3.2166 -0.4287
O -2.4413 -0.9329 -7.7221
O 0.7264 -4.8146 5.1955
N -5.4600 1.6581 1.7762
N 4.0120 0.3536 4.6662
N 3.2425 6.1169 0.8202
N 1.3348 -6.9012 0.4166
N 0.7019 -0.0757 -1.1588
N 4.8760 1.8863 -5.9409
N -5.9948 2.6725 -5.8022
N -1.6059 -3.7353 6.3858
C -2.1894 -1.7498 7.8488
C 3.4569 2.2630 -3.9390
C 3.2962 -4.8352 4.2189
C 3.4857 -7.2739 1.5251
C -1.0710 -6.0545 0.4922
C -0.5573 0.8086 -0.9482
C -2.7109 -5.5294 4.9724
C -0.2311 -7.4662 -1.4804
C 2.0932 1.8405 4.1763
C 5.0430 5.6736 -0.8734
C -7.2504 3.1612 2.5925
C 5.7749 -1.1667 3.6488
C 4.9925 1.8866 -8.3866
C 6.3861 1.2097 4.3403
C -1.5567 -1.4503 -5.1429
C -6.9508 2.5828 0.0595
C -5.2082 2.8913 -7.1139
C 4.1091 8.0015 -0.4136
C -3.3331 5.8264 -1.1157
C -5.0348 1.5332 -7.8885
C 1.3973 4.7393 1.8745
C 2.4455 -7.9154 0.6197
C 4.0417 1.5924 -7.2043
C -5.1925 0.8287 -4.3617
C 2.8972 6.5229 -1.7276
C 3.0588 -8.3473 -0.7261
C -1.1661 -2.3616 6.7859
C 6.0295 1.7390 0.0921
C -2.6571 -3.0895 4.2646
C -1.1681 -1.4547 5.5067
C 1.1108 7.3356 1.6631
C -0.3061 2.1125 -1.7308
C 4.3228 2.7881 4.6050
C 2.6069 -1.7351 -0.4076
C -5.2346 2.3914 -4.4714
C -5.9078 3.8614 -8.0630
C 1.3921 6.6874 -1.4362
C 5.8512 1.3524 -3.7931
C -0.1073 -7.1949 0.0780
C 3.5340 0.1331 -7.2016
C -3.8553 3.1040 -4.3277
C -5.2830 -4.3298 0.3580
C -3.7207 3.5492 -6.7445
C 2.8098 2.4930 -7.3123
C -2.9277 2.9216 -5.5634
C -5.2477 2.6350 4.0415
C 0.3473 -2.3764 7.2919
C 5.8038 2.4415 4.9753
C 1.6788 6.0138 0.9958
C -6.8580 2.0503 1.5417
C 1.8967 -9.1614 1.3169
C -1.8268 0.0682 -1.4493
C -4.2356 -3.7739 6.2005
C -7.7705 0.7934 1.5857
C -2.4443 -1.6279 4.6920
C 4.0564 -0.1638 -4.7676
C 5.4960 -0.0253 4.7099
C 3.0441 1.7353 6.5553
C 0.9955 -0.6644 1.2776
C -0.6143 1.1466 0.5326
C -6.0053 2.9892 -3.3041
C 1.1137 -1.2090 -0.2189
C 0.1372 -2.4689 -0.4790
C 3.7025 -4.4822 -5.4102
C -2.8143 -4.0128 5.4958
C -3.2468 1.5402 2.9371
C -5.2702 0.1052 3.7526
C -4.8120 1.4394 3.1545
C -0.5703 -8.5768 0.7773
C 5.9083 -0.5013 6.1158
C -0.3909 -0.0060 1.5777
C -6.7638 2.8585 4.0667
C 3.8477 6.5546 -0.5276
C 2.9899 -0.3602 -5.8248
C 4.5165 1.3249 -4.5914
C 3.3970 1.6756 5.0264
C 0.5051 -9.6571 0.8208
C 0.9474 5.6734 -0.3934
H -3.5308 -3.2359 3.6297
H -2.6288 -6.3961 5.6283
H 5.4719 -1.4338 6.4737
H -2.9623 2.5253 2.5675
H 0.3349 -6.6554 -1.9390
H -7.3368 2.0143 4.4502
H 6.2699 3.3890 4.7049
H -6.1433 0.4514 -4.7381
H 2.0457 -0.0393 -5.3848
H -7.4169 -0.1053 1.0803
H 1.7261 2.8599 4.2950
H -1.0608 -0.8650 1.5403
H 1.5132 8.2001 1.1350
H 4.6619 4.6598 -0.7508
H -6.6558 1.8161 -0.6569
H 1.3784 1.1075 4.5504
H 6.5098 1.4562 3.2857
H -3.7703 4.5958 -6.4442
H 6.0351 2.3152 6.0329
H -0.8900 -8.3239 1.7882
H 3.8763 -9.0644 -0.6518
H -8.2036 0.5367 2.5525
H 4.3073 -0.5616 -7.5294
H -6.9679 3.6459 -8.1961
H -6.0453 4.0749 -3.2159
H 3.9076 3.7234 4.9804
H -5.0644 -3.7986 5.4930
H 0.7584 -9.9954 -0.1840
H -4.4086 0.4369 -5.0099
H 0.6810 -1.4392 7.7372
H 4.1378 -8.0006 2.0097
H -4.9058 2.3978 5.0490
H 3.0478 3.5535 -7.3953
H 0.1013 -10.5259 1.3405
H 2.9809 7.2855 -2.5019
H 4.1136 -6.5623 0.9890
H -5.4561 3.9766 -9.0483
H -1.4582 -8.9565 0.2719
H -1.5292 1.6650 0.8196
H 0.4978 -3.3359 0.0745
H 4.4306 2.8355 3.5214
H -1.8633 -5.7086 4.3109
H 2.7822 -0.0612 -7.9666
H -1.1142 2.8296 -1.5867
H -2.9843 0.8612 2.1259
H 6.8545 -1.2648 3.5352
H 3.4881 -0.4801 -3.8929
H 0.2757 -8.3974 -1.7335
H -2.5059 -2.5334 8.5371
H 3.8397 1.5890 7.2859
H -7.9864 2.8500 -0.1509
H -1.0556 -0.4164 5.8190
H -1.7312 -1.0897 8.5853
H -2.3834 -0.8675 3.9134
H -3.5902 -5.7741 4.3765
H 3.2605 8.5720 -0.0360
H 2.0356 4.7663 2.7577
H 3.7077 3.3092 -4.1143
H 0.0307 7.4557 1.5796
H 1.2612 7.6946 -1.0405
H -4.9447 -0.0292 4.7842
H 7.4487 0.9812 4.4231
H 1.3238 7.4550 2.7254
H -6.3308 -0.0833 3.5865
H 5.2277 2.9459 -8.4901
H -4.3385 -2.8000 6.6791
H -3.0380 -1.1597 7.5027
H 2.7996 -2.7406 -0.0335
H 2.9451 5.5445 -2.2057
H 2.2397 1.6535 3.1125
H -8.3068 3.4247 2.5407
H -5.7410 4.8052 -7.5437
H 5.6358 0.7420 -2.9162
H 2.3624 -8.6551 -1.5060
H -5.1272 0.3774 -3.3717
H 0.5792 -3.1835 7.9869
H -5.4900 2.6363 -2.4108
H 4.3920 8.4149 -1.3817
H -7.0630 3.6654 4.7356
H -0.2807 -1.6130 4.8939
H -0.8639 -5.2317 -0.1922
H 1.1890 4.7032 -0.8276
H 2.4156 2.0647 -4.1928
H 1.5795 3.8615 1.2545
H -3.2339 2.7274 -3.5152
H 6.2121 2.3052 -3.4057
H -6.7051 4.0342 2.2339
H 3.4632 2.1401 -2.8560
H 4.8509 8.2440 0.3474
H -4.6932 0.6930 -7.2840
H 6.9479 -0.8245 6.1692
H -0.2017 1.9616 -2.8052
H -2.6360 1.2125 3.7783
H -7.0629 2.7704 -3.1570
H -0.3558 0.2139 2.6447
H -8.7075 1.1459 1.1547
H 5.5886 -2.1136 4.1554
H 0.1007 -2.7193 -1.5392
H 4.5614 1.6613 -9.3621
H 2.2867 2.3876 -8.2627
H -4.4700 -4.5916 6.8820
H -2.1173 -6.3596 0.5083
H -1.9840 3.4426 -5.4017
H -1.2648 -7.4628 -1.8263
H -4.3925 1.6856 -8.7559
H -2.2531 -0.6766 -0.7772
H 5.8961 1.3023 -8.2133
H 5.3737 5.8281 -1.9005
H 3.4653 -7.4629 -1.2168
H -0.1379 5.7629 -0.3456
H 2.5820 2.7164 6.6644
H -4.8878 -0.6884 3.1107
H -6.4251 3.4977 -0.2137
H -3.9637 4.1465 -4.0283
H -3.2938 -1.3152 5.2991
H 0.4028 4.6248 2.3056
H 3.2239 -1.1387 0.2645
H 3.0155 -1.5758 -1.4055
H 6.6889 0.8592 -4.2861
H 5.2952 -0.9928 2.6856
H 1.7685 -8.9073 2.3691
H -2.6604 0.7605 -1.5666
H -6.0569 1.2569 -8.1475
H -2.7032 1.8957 -5.8554
H 1.7782 0.0418 1.5548
H -3.0766 3.5855 -7.6231
H -1.7626 -3.2172 3.6549
H 2.7985 -1.4211 -5.9860
H 0.2264 1.7835 0.8078
H 5.8190 5.6748 -0.1079
H -0.8699 -2.2654 -0.1152
H 1.1332 -1.5512 1.8962
H 1.0750 -2.4692 6.4857
H 0.6591 2.5783 -1.5317
H 2.1616 2.4842 -6.4361
H 2.9508 -6.7514 2.3182
H 0.8008 6.6223 -2.3496
H -1.6731 -0.5032 -2.3647
H 2.2783 1.0161 6.8460
H 2.5362 -10.0432 1.2802
H 5.7638 0.1836 6.9513
H -0.8804 -5.6524 1.4872
H -4.6830 3.5087 3.7164
H 4.7889 -0.9452 -4.9701
```